Version one
67
Properties=species:S:1:pos:R:3 method="wB97M-V/def2-TZVPD" e_homo_ev=-2.97 e_lumo_ev=3.68 total_charge=-2
K -0.33791 1.16725 -1.05600
O 1.34518 2.05249 0.75497
S 2.49019 1.19946 0.44438
O 3.73043 1.91313 0.21971
O 2.16366 0.21513 -0.58658
C 2.77144 0.25060 1.94888
C 4.07577 0.20657 2.42107
C 4.39469 -0.53125 3.55255
C 3.40258 -1.23200 4.21196
C 2.09641 -1.17828 3.74557
C 1.74805 -0.43140 2.62413
P 0.02573 -0.42296 1.94720
C -0.77759 -1.75211 2.93195
C -1.15445 -2.90165 2.24551
C -1.83753 -3.92815 2.88613
C -2.14915 -3.81001 4.23096
C -1.79351 -2.66024 4.92711
C -1.12300 -1.63650 4.27970
C -0.73839 1.00502 2.80334
C -2.09048 1.20673 2.53689
C -2.76639 2.26364 3.12587
C -2.09754 3.13422 3.97567
C -0.74592 2.94505 4.22969
C -0.06826 1.88419 3.64428
H 4.82793 0.76213 1.87861
H 5.41800 -0.56189 3.90850
H 3.63552 -1.82305 5.08990
H 1.33554 -1.74058 4.26377
H -0.95987 -2.96458 1.18515
H -2.16324 -4.78823 2.31710
H -2.69730 -4.59961 4.73148
H -2.06063 -2.55334 5.97243
H -0.88846 -0.72371 4.81587
H -2.60611 0.53471 1.85697
H -3.81622 2.41349 2.90534
H -2.62470 3.96722 4.42546
H -0.21142 3.63167 4.87536
H 0.99076 1.75450 3.82910
O -1.19590 4.33712 -3.03585
C -1.21480 3.17348 -3.46295
O -1.66211 2.13611 -2.91309
C -0.59825 2.95435 -4.85934
C -0.40151 1.67313 -5.36295
C 0.15349 1.48300 -6.61845
C 0.49259 2.60165 -7.36206
C 0.31446 3.89263 -6.89062
C -0.22969 4.05696 -5.62843
N 1.06578 2.41562 -8.70950
O 1.44243 3.40622 -9.31402
O 1.27341 1.27921 -9.09373
H -0.68654 0.82519 -4.75379
H 0.32326 0.49469 -7.01794
H 0.59976 4.73328 -7.50532
H -0.38206 5.03851 -5.20110
C -1.07445 -3.42665 -1.87439
S 0.11717 -2.09418 -1.91764
C 1.44311 -2.90063 -1.02793
O 0.56776 -1.98549 -3.34732
H -0.65142 -4.26131 -2.43646
H -1.98954 -3.06738 -2.33424
H -1.30092 -3.70179 -0.84654
H 1.11896 -3.08473 -0.00277
H 2.27665 -2.20206 -1.01998
H 1.70099 -3.82887 -1.54104
S -4.38479 -3.21558 0.08438
C -3.31068 -1.93991 -0.00623
N -2.55093 -1.06020 -0.10068

Version two
67
Properties=species:S:1:pos:R:3 method="wB97M-V/def2-TZVPD" e_homo_ev=-2.71 e_lumo_ev=3.86 total_charge=-2
K 0.04887 -0.27537 -0.16174
O 1.25435 2.26819 1.65988
S 2.47759 1.52885 1.33230
O 3.62688 2.37289 1.08465
O 2.24214 0.47893 0.34615
C 2.80478 0.61417 2.85236
C 4.11736 0.58300 3.29625
C 4.46438 -0.10103 4.45366
C 3.48741 -0.75574 5.17851
C 2.16997 -0.72318 4.73447
C 1.79984 -0.04664 3.57530
P 0.03175 -0.10591 3.00318
C -0.57573 -1.57808 3.89108
C -0.46309 -2.79380 3.22329
C -0.89554 -3.97453 3.81689
C -1.46132 -3.93817 5.08196
C -1.59228 -2.72829 5.75310
C -1.15026 -1.55444 5.16154
C -0.77932 1.25352 3.90558
C -2.14308 1.42325 3.66097
C -2.83723 2.46287 4.25800
C -2.17495 3.35676 5.09056
C -0.81472 3.20931 5.31456
C -0.11792 2.16355 4.72138
H 4.86100 1.11231 2.71564
H 5.49689 -0.11864 4.78211
H 3.73386 -1.29691 6.08380
H 1.41517 -1.25127 5.30111
H -0.05181 -2.84887 2.22033
H -0.79087 -4.89102 3.24918
H -1.81365 -4.85511 5.54096
H -2.04272 -2.70018 6.73862
H -1.25735 -0.61384 5.68865
H -2.66007 0.75596 2.97950
H -3.89370 2.58119 4.05190
H -2.71679 4.17628 5.54802
H -0.28835 3.91438 5.94729
H 0.94776 2.06187 4.88435
O -4.42195 0.60542 -0.47929
C -3.30069 0.30977 -0.91417
O -2.24813 0.07806 -0.27147
C -3.13879 0.25799 -2.44694
C -1.89726 0.09427 -3.05446
C -1.76434 0.11820 -4.43487
C -2.91243 0.29473 -5.18457
C -4.16934 0.44946 -4.63189
C -4.26167 0.43271 -3.24917
N -2.78962 0.32352 -6.67250
O -3.80824 0.45492 -7.33041
O -1.69023 0.15231 -7.16366
H -0.99675 -0.04059 -2.46895
H -0.80559 0.00756 -4.91607
H -5.03416 0.58582 -5.26178
H -5.21325 0.57014 -2.75303
C 0.55970 4.39046 -0.69067
S -0.47454 2.96298 -0.98286
C -1.66497 3.26560 0.31114
O -1.15537 3.21536 -2.29336
H -0.07279 5.27968 -0.72642
H 1.27442 4.41540 -1.51150
H 1.08462 4.28915 0.25706
H -1.13783 3.29679 1.26502
H -2.38016 2.44650 0.31151
H -2.15205 4.21751 0.08938
S 0.07416 -5.77860 0.44666
C 0.12133 -4.18643 -0.13404
N 0.17038 -3.08948 -0.51947

Preferred: version one; penalty for the next structure: 0.100 eV.